(1)
10
Properties=species:S:1:pos:R:3 method="wB97M-V/def2-TZVPD" de_lowest_kcal_mol=41.35
C -0.1422 -0.4319 1.2492
C 0.0807 0.0873 -0.6812
N 0.2452 0.7045 -1.8594
O 0.0765 -1.2827 -0.6806
O -0.3253 -0.4136 2.5710
N -0.0304 -1.6418 0.6655
N 0.2233 0.6409 0.5186
H -0.1890 0.5047 2.8508
H 0.1198 0.1645 -2.7068
H -0.0585 1.6680 -1.9272

---

(2)
10
Properties=species:S:1:pos:R:3 method="wB97M-V/def2-TZVPD" de_lowest_kcal_mol=114.37 smiles="Nn1oncc1=O"
N -1.4429 0.5866 -0.8638
N -0.2619 -0.0671 -0.6382
O 0.8987 0.6104 -1.1160
N 1.9460 0.5288 -0.0758
C 1.4044 -0.1567 0.8328
C 0.0683 -0.6365 0.5875
O -0.7614 -1.0937 1.3302
H -2.0267 0.5545 -0.0269
H -1.8012 0.0378 -1.7736
H 1.9768 -0.3641 1.7436

---

(3)
10
Properties=species:S:1:pos:R:3 method="wB97M-V/def2-TZVPD" de_lowest_kcal_mol=111.12 smiles=Oc1cnnn1O
O 1.3469 1.3453 -0.1017
C 0.1522 0.7689 0.0449
C -1.1852 1.0148 0.1235
N -1.7879 -0.2468 -0.0576
N -0.8739 -1.1314 -0.0407
N 0.2902 -0.5648 -0.0884
O 1.4028 -1.2656 0.0302
H 1.1313 2.3397 0.2759
H -1.4458 2.0312 0.0658
H 1.1159 -2.1091 0.5262

---

(4)
11
Properties=species:S:1:pos:R:3 method="wB97M-V/def2-TZVPD" de_lowest_kcal_mol=39.98
C -1.7623 0.0619 -0.0422
C 1.2332 0.3220 0.3651
N 1.9368 -0.6048 -0.3752
O -1.8623 1.0308 -0.9438
N 0.0315 -0.6275 1.4037
N -0.3194 -0.0818 0.3571
O -2.6213 -0.6385 0.3888
O 1.5535 1.4323 0.6662
H -2.7905 1.1181 -1.2120
H 2.9327 -0.4412 -0.3464
H 1.6681 -1.5714 -0.2612

---

(5)
11
Properties=species:S:1:pos:R:3 method="wB97M-V/def2-TZVPD" de_lowest_kcal_mol=150.62
C 0.6331 0.9948 -1.1775
C 0.0644 -0.1204 -0.5734
N 0.9127 1.8868 -1.8138
N -1.0623 -0.7421 -0.8703
N 0.7397 -0.7780 0.5230
O 0.1137 -1.6901 1.0631
O 1.8702 -0.4081 0.7479
O -0.2466 1.0484 1.8790
H -1.6222 -0.3979 -1.6217
H -1.1462 -1.6551 -0.5413
H -0.2565 1.8615 2.3850

---

(6)
11
Properties=species:S:1:pos:R:3 method="wB97M-V/def2-TZVPD" de_lowest_kcal_mol=147.18 smiles="[H]/N=c1/c(=O)o[nH]n1O"
H 1.0084 2.5023 -0.0883
N 0.1419 1.9858 -0.1313
C 0.0453 0.7832 -0.1729
C -1.2093 -0.0661 -0.0392
O -2.2160 0.5474 0.3794
O -0.8320 -1.3896 -0.5081
N 0.4299 -1.5838 0.3490
N 0.9936 -0.3942 -0.4604
O 2.1734 0.1549 0.1709
H 0.1421 -1.5209 1.4977
H 1.8733 0.1600 1.2250

---

(7)
11
Properties=species:S:1:pos:R:3 method="wB97M-V/def2-TZVPD" de_lowest_kcal_mol=113.00
C 1.3824 0.0839 -0.2470
C -0.5868 0.6537 -0.2438
H 2.7903 -1.0855 0.6491
H -1.6779 1.8948 0.4499
H -2.3285 -0.4949 0.3650
N 0.7411 1.1804 -0.3529
N -1.7444 0.9758 0.0588
N -0.5263 -0.7187 -0.6748
O 2.6413 -0.0380 0.1907
O -1.3440 -1.4206 0.1961
O 0.6530 -1.0309 -0.3912

---

(8)
12
Properties=species:S:1:pos:R:3 method="wB97M-V/def2-TZVPD" de_lowest_kcal_mol=109.68
C 0.6824 -0.1722 0.1480
C -1.2554 -0.5529 -0.1680
H 1.9605 -2.0055 -0.4728
H -3.0316 -0.4260 0.5801
H 0.2257 3.0241 -0.1082
N 1.9917 -0.3490 0.3966
N -0.1572 -1.2015 -0.2193
N 0.0394 1.1670 0.4498
O 2.6433 -1.3233 -0.1537
O -2.5928 -1.1969 -0.0242
O -1.3061 0.8745 -0.0231
O 0.8001 2.1616 -0.4052

---

(9)
10
Properties=species:S:1:pos:R:3 method="wB97M-V/def2-TZVPD" de_lowest_kcal_mol=80.42 smiles="[H]/N=c1/cnon1S"
H -1.0423 1.9162 0.1653
N -0.0465 1.7582 -0.1513
C 0.2814 0.5593 -0.0796
C 1.5894 -0.0147 -0.2279
N 1.6035 -1.2726 -0.1380
O 0.2767 -1.7560 -0.1029
N -0.5155 -0.6172 0.0998
S -2.1144 -0.5783 -0.2858
H 2.5439 0.5189 -0.2795
H -2.5764 -0.5138 0.9998

---

(10)
10
Properties=species:S:1:pos:R:3 method="wB97M-V/def2-TZVPD" de_lowest_kcal_mol=67.68 smiles="[H]/N=N/C(=S)C(N)=O"
H -0.7496 -1.5942 -2.3554
N -1.1221 -1.0292 -1.6106
N -0.9058 0.1345 -1.3820
C -0.4646 0.7222 -0.4211
S -0.1963 2.3327 -0.0540
C 0.2028 -0.3038 0.5158
N 0.7930 0.2340 1.6138
O 0.0257 -1.4720 0.3115
H 0.9497 1.2686 1.3248
H 1.4672 -0.2928 2.0571

---

(11)
10
Properties=species:S:1:pos:R:3 method="wB97M-V/def2-TZVPD" de_lowest_kcal_mol=60.46
H 2.9124 -0.6899 -0.0112
N 1.9992 -1.2672 -0.0510
C 1.1172 -0.4297 -0.0667
N 0.8467 0.8424 0.1287
N -0.5358 1.1622 -0.1548
C -1.0527 0.0003 -0.2361
S -2.7748 -0.5912 -0.0553
O -0.1867 -1.1113 -0.0109
H 1.4717 1.6859 -0.1885
H -3.7972 0.3983 0.6459

---

(12)
10
Properties=species:S:1:pos:R:3 method="wB97M-V/def2-TZVPD" de_lowest_kcal_mol=43.75 smiles=Oc1ncnn1S
O 0.1614 1.8990 0.0373
C -0.5844 0.7272 -0.0443
N -1.8641 0.5176 0.1107
C -1.8758 -0.8731 -0.0620
N -0.6544 -1.4733 -0.0146
N 0.2010 -0.3713 -0.1744
S 1.9597 -0.2829 0.0092
H -0.5020 2.5432 -0.1156
H -2.9480 -1.3493 0.2443
H 1.7880 -1.6956 0.6124

---

(13)
10
Properties=species:S:1:pos:R:3 method="wB97M-V/def2-TZVPD" de_lowest_kcal_mol=115.49
C -1.3205 -0.0302 0.2384
C -0.6166 1.0871 -0.0190
N -0.5520 -1.1169 -0.1126
N 0.6237 0.7316 -0.5624
N 0.6482 -0.6684 -0.6245
O 3.4409 0.0509 0.0526
S 1.7980 0.0372 0.5725
H -2.3038 -0.1579 0.6394
H -0.8594 2.1143 0.1423
H -0.8585 -2.0476 -0.3266

---

(14)
10
Properties=species:S:1:pos:R:3 method="wB97M-V/def2-TZVPD" multiplicity=3 de_lowest_kcal_mol=37.06
C -0.9398 -0.5034 -0.9721
C 0.9773 1.9310 0.1807
N -0.5201 -1.1824 0.0445
N 1.6066 1.1255 0.7082
N 0.3757 -1.0772 1.0271
O -0.6182 0.5371 -1.5183
S -0.3285 2.1762 -0.9262
H -1.7713 -1.0234 -1.4775
H 1.0835 -0.2043 1.2301
H 0.1348 -1.7789 1.7035

---

(15)
9
Properties=species:S:1:pos:R:3 method="wB97M-V/def2-TZVPD" de_lowest_kcal_mol=1.65 smiles=Sc1nc[nH]n1
S -0.5436 2.0042 1.4834
C -0.0872 0.6385 0.5074
N -0.9886 -0.2725 0.0108
C -0.1808 -1.0444 -0.6654
N 1.0717 -0.5863 -0.6412
N 1.1538 0.4814 0.1032
H -1.8104 1.5836 1.5389
H -0.5074 -1.8912 -1.2467
H 1.8923 -0.9133 -1.0904

---

(16)
9
Properties=species:S:1:pos:R:3 method="wB97M-V/def2-TZVPD" de_lowest_kcal_mol=84.23 charge=+1
C -0.5972 -1.3592 1.1415
C -0.2770 0.1443 0.0064
N -1.3601 -0.4941 0.5890
N 0.6246 -1.3875 1.3243
N 0.9283 -0.3988 0.4459
N -0.4307 1.2480 -0.8023
H 2.4699 -0.5616 -0.1133
H -1.4421 1.5000 -0.9916
H 0.0843 1.3089 -1.6000

---

(17)
9
Properties=species:S:1:pos:R:3 method="wB97M-V/def2-TZVPD" de_lowest_kcal_mol=59.77 smiles=Nn1cnc#[n+]1 charge=+1
N -0.5201 -0.4038 -1.3120
N -0.0024 0.2240 -0.2980
C 0.7760 -0.4326 0.7188
N 0.8701 0.2783 1.7519
C -0.1508 1.3252 1.4367
N -0.5592 1.3913 0.2780
H -0.9414 -1.3734 -1.1103
H -0.7327 0.2785 -2.0344
H 1.2606 -1.2874 0.5694

---

(18)
10
Properties=species:S:1:pos:R:3 method="wB97M-V/def2-TZVPD" de_lowest_kcal_mol=83.72 smiles=[O-]Nc1nnc[nH]1 charge=-1
O 0.0568 3.3723 0.4519
N -0.2428 2.1447 0.4005
C 0.2725 1.2663 -0.3824
N 1.1327 1.4502 -1.7663
N 1.3979 0.1669 -2.0437
C 0.8153 -0.6927 -1.2850
N -0.0299 -0.0682 -0.2679
H -0.9981 1.8922 0.9490
H 1.1119 -1.6603 -1.3107
H 0.1593 -0.5170 0.6321

---

(19)
10
Properties=species:S:1:pos:R:3 method="wB97M-V/def2-TZVPD" de_lowest_kcal_mol=135.88 charge=+1
C 1.3352 1.3734 0.1107
C -1.1319 -1.5736 -0.0418
N 0.3537 0.5515 0.3004
N 2.1172 0.3789 -0.5582
N 1.1716 -0.3894 -0.4862
N -1.8368 -0.6019 0.0810
O -0.4393 -2.4646 0.1187
H 1.6634 2.3601 0.2856
H -0.6140 0.5028 0.4818
H -2.6192 -0.1371 -0.2918

---

(20)
10
Properties=species:S:1:pos:R:3 method="wB97M-V/def2-TZVPD" de_lowest_kcal_mol=151.05 charge=+1
C 1.8526 -1.0886 -0.3834
C -0.3521 0.3181 0.1976
N 0.4817 0.3774 -1.7007
N -0.4438 1.2500 -1.6399
N -1.0361 1.2174 -0.4028
N 0.6060 -0.2221 -0.5573
O 2.3019 -1.6064 -1.3310
H 2.2964 -1.1143 0.6667
H -1.2957 -0.2045 1.9301
H -0.6525 1.8554 -2.3656

---

(21)
10
Properties=species:S:1:pos:R:3 method="wB97M-V/def2-TZVPD" de_lowest_kcal_mol=122.27 charge=+1
C 3.0238 -0.5015 0.1372
C -1.8890 0.0132 0.1159
N 1.9533 -0.9145 -0.2546
N 0.7719 -0.8554 -0.4158
N -0.4783 1.9514 -0.2291
N -1.0462 1.0019 -0.0542
O 4.1049 -0.0981 0.2290
H -1.4461 -0.6587 0.8090
H -2.1538 -0.4032 -0.7910
H -2.8404 0.4651 0.4537

---

(22)
11
Properties=species:S:1:pos:R:3 method="wB97M-V/def2-TZVPD" de_lowest_kcal_mol=6.37 smiles=CSn1nnnc1[O-] charge=-1
C 0.1879 1.8764 0.8501
S -0.0292 1.3459 -0.9560
N 0.0588 -0.4168 -0.8007
N 0.1300 -1.1173 -2.0017
N -0.0290 -2.3586 -1.6909
N -0.2112 -2.5392 -0.3751
C -0.2011 -1.3178 0.2218
O -0.2831 -1.0509 1.4173
H -0.8656 1.8767 0.9859
H 0.6931 2.7890 1.1466
H 0.5493 0.9126 1.2026

---

(23)
11
Properties=species:S:1:pos:R:3 method="wB97M-V/def2-TZVPD" de_lowest_kcal_mol=41.07 smiles="N=C=NC(=S)N[N-]S" charge=-1
N -0.2792 2.5466 -0.0634
C 0.3093 1.5546 0.2554
N 1.1434 0.6990 0.5945
C 1.3676 -0.5601 0.1192
S 2.9402 -1.3278 0.2273
N 0.3460 -1.1474 -0.4486
N -0.8311 -0.5727 -0.8053
S -2.1606 -1.1010 -0.0469
H -1.3038 2.4744 -0.3529
H 0.5353 -2.2138 -0.5788
H -2.0673 -0.3518 1.0995

---

(24)
11
Properties=species:S:1:pos:R:3 method="wB97M-V/def2-TZVPD" de_lowest_kcal_mol=96.21 smiles="N/N=c1/nconn1"
N -2.6510 0.2565 0.2521
N -1.6630 -0.6976 0.0448
C -0.4398 -0.3661 -0.0948
N 0.5451 -1.3472 -0.2325
C 1.6933 -0.8604 0.0614
O 2.0348 0.4150 0.2939
N 0.9758 1.4322 -0.1311
N -0.1305 1.0076 -0.2322
H -3.5091 -0.1905 -0.1199
H -2.4636 1.1486 -0.1034
H 2.6387 -1.4794 0.1655

---

(25)
11
Properties=species:S:1:pos:R:3 method="wB97M-V/def2-TZVPD" de_lowest_kcal_mol=158.76
C -2.2155 0.2949 -0.1641
C 0.2547 0.3304 0.2332
H -3.6182 -0.9030 -0.2530
H -2.9790 1.0299 -0.7861
H -0.9648 2.0718 -0.4022
N -2.5941 -0.9178 -0.1370
N -0.9803 0.9320 0.4474
N 0.6044 -1.0623 0.3467
N 1.7844 -1.1332 -0.1338
N 1.3459 1.1694 -0.0926
O 2.2755 0.1415 -0.2486

---

(26)
11
Properties=species:S:1:pos:R:3 method="wB97M-V/def2-TZVPD" de_lowest_kcal_mol=115.49
H -2.4523 -0.4302 -0.9341
N -1.4783 -0.1743 -1.3311
C -0.7170 -0.1796 -0.2423
N -0.9672 -0.6352 1.0050
N -0.0244 -0.5407 1.8269
C 1.1521 0.0592 1.5381
N 1.5398 0.5130 0.3340
N 0.6470 0.2477 -0.5324
O 0.7984 0.4590 -1.9024
H 1.7839 0.1114 2.3716
H -0.2820 0.5697 -2.1334

---

(27)
11
Properties=species:S:1:pos:R:3 method="wB97M-V/def2-TZVPD" de_lowest_kcal_mol=142.25
H 1.6129 -2.0730 0.2607
N 2.2378 -1.1177 -0.0738
C 1.1117 -0.3948 -0.0363
N 1.4298 1.0434 -0.1859
N 0.3349 1.7217 0.1092
N -0.9194 1.0814 -0.0623
C -1.2682 -0.1809 0.1245
N -2.3540 -0.9348 -0.2594
H -3.2637 -0.4463 0.0147
O -0.0938 -1.0393 0.2478
H -1.7634 1.7302 0.5171

---

(28)
12
Properties=species:S:1:pos:R:3 method="wB97M-V/def2-TZVPD" de_lowest_kcal_mol=155.68
C 1.6742 -0.8287 0.2902
C -0.6637 -0.8399 0.0172
H 1.2606 2.0417 -0.7773
H 2.1278 -1.3656 1.0238
H 0.0047 1.1655 0.9028
N 1.8931 0.3473 -0.2265
N 0.4528 -1.3995 -0.2205
N -1.7937 -1.0437 -0.6887
N -2.7089 -0.2578 -0.5394
N -0.9218 0.2938 0.7841
O 0.8830 1.0089 -0.8689
O -2.2080 0.8779 0.3033

---

(29)
7
Properties=species:S:1:pos:R:3 method="wB97M-V/def2-TZVPD" de_lowest_kcal_mol=185.02
C -2.4767 -0.1446 -0.0867
C 1.1674 -0.0946 -0.0655
N -3.2392 0.6565 0.2012
O 0.4006 -1.0855 -0.3100
H 2.0083 -0.4254 0.6774
H 0.6112 0.7556 0.5467
H 1.5283 0.3380 -0.9631

---

(30)
7
Properties=species:S:1:pos:R:3 method="wB97M-V/def2-TZVPD" de_lowest_kcal_mol=139.93 smiles="OC1=CN1"
O 1.2995 -1.5376 0.2472
C 0.4744 -0.0265 -0.0053
C 0.0054 1.2766 -0.1225
N -0.9407 0.1202 -0.3616
H 0.5778 -2.1271 0.0110
H 0.1557 2.3164 -0.2103
H -1.5722 -0.0219 0.4415

---

(31)
8
Properties=species:S:1:pos:R:3 method="wB97M-V/def2-TZVPD" de_lowest_kcal_mol=94.95 smiles="C=CON=O"
C -0.2858 -0.4076 -0.0373
C 0.8483 0.2677 0.1347
O 2.0041 -0.4120 -0.0473
N 3.1771 0.4533 -0.0281
O 4.2055 -0.1132 0.0800
H -1.1896 0.0909 0.1559
H -0.3182 -1.4614 -0.4704
H 0.8793 1.2412 0.3561

---

(32)
8
Properties=species:S:1:pos:R:3 method="wB97M-V/def2-TZVPD" de_lowest_kcal_mol=26.89
C -0.6864 -0.3789 0.1624
C 1.7852 0.1115 -0.8640
N -0.8632 0.5024 -0.7089
O 2.3487 0.1750 0.1329
O -0.4333 -0.0539 1.4208
H -0.6735 -1.4101 0.0527
H -0.3209 0.9109 1.3549
H -1.1565 0.1430 -1.5508

---

(33)
8
Properties=species:S:1:pos:R:3 method="wB97M-V/def2-TZVPD" de_lowest_kcal_mol=31.52 smiles="NC(=O)C=O"
N -1.3899 -0.2654 0.1983
C -0.1185 0.1661 -0.0137
O 0.1426 1.3548 0.1517
C 1.3672 -0.2074 -0.2520
O 2.1195 -0.5086 0.6367
H -1.9847 0.4791 0.5545
H -1.8385 -1.1398 -0.0225
H 1.7024 0.1213 -1.2530

---

(34)
8
Properties=species:S:1:pos:R:3 method="wB97M-V/def2-TZVPD" de_lowest_kcal_mol=26.67 smiles="O=CNC=O"
O -0.1319 -0.1392 -1.4764
C 0.8228 0.0388 -0.7245
N 0.5269 0.0152 0.5815
C -0.9943 -0.1234 0.4866
O -1.5879 -1.1367 0.6739
H 1.8374 0.2166 -1.0977
H 1.1914 0.1995 1.3329
H -1.4482 0.8554 0.2756

---

(35)
8
Properties=species:S:1:pos:R:3 method="wB97M-V/def2-TZVPD" de_lowest_kcal_mol=171.80
C -1.0715 0.4120 0.9745
C -0.3498 0.2186 -0.1990
N 2.0003 0.1757 -0.1425
O 0.7826 0.9556 -0.2588
O 1.7974 -0.9670 0.0899
H -1.9654 -0.2146 0.8903
H -0.1649 -0.9209 -0.3204
H -1.0288 0.3405 -1.0340

---

(36)
8
Properties=species:S:1:pos:R:3 method="wB97M-V/def2-TZVPD" de_lowest_kcal_mol=60.28 smiles="[H]/N=C/OC=O"
H 0.6914 -2.0465 -1.5668
N 1.1720 -1.3032 -1.0546
C 0.3260 -0.5678 -0.4890
O 0.7858 0.5357 0.2684
C -0.2245 1.2019 0.9205
O -1.3790 0.8184 0.8561
H -0.7592 -0.6563 -0.4994
H -0.6125 2.0177 1.5647

---

(37)
8
Properties=species:S:1:pos:R:3 method="wB97M-V/def2-TZVPD" de_lowest_kcal_mol=91.47
C -2.6446 -0.1999 -0.0494
C -1.3406 -0.3010 -0.3653
N -3.6804 -0.2940 0.4507
O 2.2693 -0.2229 0.1289
O -0.5875 0.7242 -0.5486
H 2.4023 -0.4119 1.0271
H 3.1588 0.0509 -0.0009
H 0.4227 0.6546 -0.6425

---

(38)
9
Properties=species:S:1:pos:R:3 method="wB97M-V/def2-TZVPD" de_lowest_kcal_mol=119.01
C -0.7300 0.6985 0.2673
C 0.7493 0.5839 -0.1020
H -3.0720 -0.7862 -0.2045
H -1.3596 1.5949 1.0371
H 0.3955 -1.6520 0.1164
N -1.4219 -0.4214 -0.2475
O -2.6192 -0.0291 -0.0103
O 1.5204 1.4839 -0.1649
S 1.4165 -0.9713 0.0746

---

(39)
9
Properties=species:S:1:pos:R:3 method="wB97M-V/def2-TZVPD" de_lowest_kcal_mol=29.43 smiles="O=CN(S)C=O"
O 1.4015 1.6966 -0.0088
C 0.3035 1.1881 -0.0598
N 0.0763 -0.1830 0.0240
S 1.2881 -1.3707 -0.0518
C -1.2197 -0.7059 -0.0188
O -2.1737 -0.0240 -0.0114
H -0.6305 1.6917 -0.1816
H 2.2002 -0.4585 0.2857
H -1.2457 -1.8342 0.0225

---

(40)
9
Properties=species:S:1:pos:R:3 method="wB97M-V/def2-TZVPD" de_lowest_kcal_mol=193.25 smiles="CC(=S)[N+](=O)[O-]"
C -0.1577 1.1118 0.5126
C 0.1251 -0.0451 -0.2764
S 1.9288 0.2753 -1.5147
N -0.1869 -1.4674 -0.3013
O -1.1827 -1.6829 0.3977
O 0.3755 -2.2590 -1.0027
H -1.0810 1.6233 0.0584
H -0.5663 0.6748 1.5379
H 0.7453 1.7693 0.5885

---

no.,E_tot (eV)
1,-10686.6635
2,-10683.4973
3,-10683.6382
4,-12732.2241
5,-12727.4265
6,-12727.5753
7,-12729.0578
8,-14775.5687
9,-19471.5992
10,-19472.1518
11,-19472.4648
12,-19473.1894
13,-19470.0786
14,-19469.2773
15,-17427.7250
16,-8067.9348
17,-8068.9955
18,-10126.9715
19,-10116.8545
20,-10116.1965
21,-10117.4449
22,-20965.0057
23,-29752.3648
24,-11616.6576
25,-11613.9455
26,-11615.8216
27,-11614.6611
28,-13659.7392
29,-5651.8816
30,-5653.8370
31,-7703.7254
32,-7706.6770
33,-7706.4759
34,-7706.6866
35,-7700.3928
36,-7705.2289
37,-7703.8765
38,-18538.2917
39,-18542.1765
40,-18535.0725